Entry 1:
{
  "formula": "C3H2O3Rb",
  "method": "ωB97M-V with the def2-TZVPD basis set",
  "multiplicity": 2,
  "gap_ha": [0.203, 0.215],
  "lumo_ev": [-1.0, -1.0],
  "e_homo_ev": [-6.5, -6.8],
  "charge": 0,
  "symbols": ["O", "C", "C", "O", "Rb", "H", "C", "O", "H"],
  "xyz": [[1.832, -0.736, 0.098], [0.589, -0.744, 0.165], [-0.196, 0.479, 0.147], [0.343, 1.596, -0.269], [3.432, 1.848, -0.267], [0.043, -1.704, 0.079], [-1.497, 0.542, -0.470], [-2.426, -0.310, -0.063], [-2.121, -0.972, 0.580]],
  "forces_ev_per_angstrom": [[-0.2, -0.1, 0.1], [0.4, 0.6, 0.1], [0.6, 1.3, -2.8], [2.1, -0.2, 1.8], [-1.0, -0.5, 0.1], [0.1, 0.1, 0.3], [-2.0, -0.7, 0.2], [-0.1, -0.4, -0.1], [0.1, 0.0, 0.4]]
}

Entry 2:
{
  "formula": "C4H14NO",
  "method": "ωB97M-V with the def2-TZVPD basis set",
  "gap_ha": 0.462,
  "lumo_ev": -3.2,
  "e_homo_ev": -15.8,
  "charge": 1,
  "symbols": ["C", "C", "C", "C", "N", "H", "H", "H", "H", "H", "H", "H", "H", "H", "H", "H", "H", "H", "H", "O"],
  "xyz": [[-1.460, -1.650, 0.751], [-0.448, -0.839, -0.058], [-1.069, 0.327, -0.824], [-0.256, 0.772, -2.047], [0.615, -0.312, 0.886], [-2.204, -1.979, 0.017], [-2.183, -0.996, 1.275], [-0.926, -2.486, 1.210], [0.028, -1.414, -0.885], [-2.072, 0.058, -1.131], [-1.207, 1.188, -0.158], [0.804, 0.636, -1.850], [-0.494, 0.244, -2.986], [-0.461, 1.848, -2.184], [0.240, 0.063, 1.756], [1.176, -1.135, 1.119], [1.207, 0.386, 0.431], [3.210, 1.979, 0.816], [2.733, 1.844, 2.372], [2.766, 1.465, 1.489]],
  "forces_ev_per_angstrom": [[-0.4, 0.6, -1.6], [-1.1, 0.5, -0.8], [-0.1, 0.4, 0.1], [-0.4, 0.6, 0.1], [0.1, -1.2, -0.9], [0.5, -0.8, -0.1], [1.1, -0.3, 1.0], [-0.8, 0.1, 0.6], [0.2, -0.1, 1.2], [-0.2, -0.2, 0.0], [0.0, -0.1, 0.1], [0.3, 0.2, -0.1], [0.0, 0.1, 0.5], [0.3, -0.5, -0.3], [-0.2, 0.2, -0.1], [0.4, 0.4, 0.3], [0.3, 0.1, 0.4], [0.3, 0.6, 0.6], [0.5, 0.6, -0.4], [-0.9, -1.2, -0.2]]
}

Entry 3:
{
  "formula": "C8H13N",
  "method": "ωB97M-V with the def2-TZVPD basis set",
  "gap_ha": 0.376,
  "lumo_ev": 0.8,
  "e_homo_ev": -9.4,
  "smiles": "C=C(C)CC(C)(C)C#N",
  "charge": 0,
  "symbols": ["C", "C", "C", "C", "C", "C", "C", "C", "N", "H", "H", "H", "H", "H", "H", "H", "H", "H", "H", "H", "H", "H"],
  "xyz": [[0.355, -0.769, 2.117], [-0.341, -0.978, 1.013], [-0.622, -2.485, 0.663], [-0.821, 0.071, 0.116], [0.237, 0.590, -0.979], [1.572, 1.068, -0.275], [-0.365, 1.596, -1.922], [0.480, -0.666, -1.784], [0.804, -1.496, -2.513], [0.684, 0.208, 2.462], [0.575, -1.558, 2.862], [-1.791, -2.521, 0.777], [-0.254, -3.157, 1.408], [-0.458, -2.699, -0.339], [-1.124, 1.025, 0.659], [-1.630, -0.252, -0.461], [1.603, 1.294, 0.785], [2.146, 0.165, -0.236], [2.051, 2.126, -0.781], [-1.365, 1.359, -2.265], [0.208, 1.636, -2.793], [-0.359, 2.552, -1.482]],
  "forces_ev_per_angstrom": [[0.3, 0.2, 1.5], [1.0, -2.8, 0.5], [-4.0, 2.9, 1.9], [1.2, 3.4, -0.2], [-0.3, -1.7, 1.6], [0.4, 2.2, -1.6], [-0.8, -0.6, 0.4], [1.1, 1.2, -0.2], [-0.4, -0.1, 0.3], [-0.4, 0.1, -0.1], [0.1, 0.3, -0.9], [1.8, -0.3, -0.3], [0.6, -0.4, 0.1], [0.8, -0.7, -1.7], [0.2, -1.3, -0.4], [-1.6, -0.6, -0.7], [-1.3, 0.3, 0.2], [1.4, 0.0, -0.7], [-1.0, -3.5, 1.0], [-0.3, -0.2, 0.3], [1.2, 0.2, -1.5], [-0.1, 1.3, 0.6]]
}

Entry 4:
{
  "formula": "C24H26N2O8S",
  "method": "ωB97M-V with the def2-TZVPD basis set",
  "gap_ha": 0.302,
  "lumo_ev": -0.8,
  "e_homo_ev": -9.0,
  "smiles": "COCCN1C(=O)C(=O)/C(=C(/O)c2ccc(S(=O)(=O)N3CCOCC3)cc2)[C@@H]1c1cccc(O)c1",
  "charge": 0,
  "symbols": ["C", "O", "C", "C", "N", "C", "O", "C", "O", "C", "C", "O", "C", "C", "C", "C", "S", "O", "O", "N", "C", "C", "O", "C", "C", "C", "C", "C", "C", "C", "C", "C", "C", "O", "C", "H", "H", "H", "H", "H", "H", "H", "H", "H", "H", "H", "H", "H", "H", "H", "H", "H", "H", "H", "H", "H", "H", "H", "H", "H", "H"],
  "xyz": [[-5.156, 5.426, 2.001], [-3.910, 5.720, 1.413], [-3.056, 4.618, 1.257], [-3.476, 3.687, 0.102], [-2.575, 2.578, -0.070], [-2.737, 1.403, 0.585], [-3.605, 1.164, 1.393], [-1.654, 0.455, 0.070], [-1.471, -0.676, 0.463], [-0.904, 1.214, -0.921], [0.201, 0.803, -1.590], [0.984, 1.624, -2.304], [0.658, -0.596, -1.576], [2.000, -0.873, -1.323], [2.428, -2.185, -1.237], [1.517, -3.207, -1.420], [2.033, -4.910, -1.168], [1.139, -5.756, -1.899], [3.443, -4.992, -1.409], [1.801, -5.232, 0.438], [0.452, -5.354, 0.943], [0.008, -4.075, 1.664], [0.946, -3.707, 2.654], [2.217, -3.470, 2.093], [2.751, -4.729, 1.401], [0.196, -2.946, -1.735], [-0.237, -1.637, -1.817], [-1.424, 2.637, -0.942], [-0.373, 3.608, -0.437], [0.053, 4.676, -1.214], [1.024, 5.538, -0.726], [1.574, 5.341, 0.523], [1.152, 4.267, 1.308], [1.715, 4.106, 2.526], [0.182, 3.402, 0.820], [-5.809, 4.864, 1.325], [-5.618, 6.386, 2.224], [-5.030, 4.856, 2.928], [-2.070, 5.043, 1.050], [-3.007, 4.027, 2.184], [-3.529, 4.260, -0.827], [-4.459, 3.262, 0.325], [0.720, 2.552, -2.201], [2.691, -0.058, -1.173], [3.459, -2.433, -1.036], [-0.194, -5.586, 0.098], [0.432, -6.191, 1.651], [-0.933, -4.239, 2.190], [-0.121, -3.249, 0.949], [2.866, -3.184, 2.923], [2.156, -2.639, 1.373], [3.682, -4.536, 0.869], [2.919, -5.509, 2.152], [-0.470, -3.774, -1.916], [-1.264, -1.419, -2.063], [-1.747, 2.938, -1.951], [-0.382, 4.848, -2.188], [1.350, 6.372, -1.328], [2.327, 6.003, 0.917], [1.334, 3.343, 2.978], [-0.153, 2.567, 1.422]],
  "forces_ev_per_angstrom": [[0.0, 0.0, 0.0], [0.0, 0.1, -0.1], [0.2, -0.1, -0.1], [-0.3, 0.4, 0.4], [0.2, -0.1, -0.1], [-0.5, 0.0, 0.3], [0.1, -0.1, 0.1], [0.5, -0.6, -0.1], [-0.4, 0.4, 0.2], [0.2, 0.2, -0.4], [-0.5, 0.1, 0.2], [0.0, -0.1, -0.1], [0.2, -0.2, -0.2], [-0.2, 0.0, 0.0], [0.2, 0.0, 0.0], [0.2, -0.6, 0.0], [0.0, -0.2, 0.3], [-0.3, 0.2, 0.1], [0.0, 0.3, 0.1], [0.2, 0.1, -1.1], [-0.6, 0.2, 0.2], [-0.1, -0.2, -0.2], [0.0, -0.1, 0.2], [0.2, -0.1, -0.1], [0.3, 0.5, 0.4], [-0.1, 0.0, -0.1], [0.2, 0.1, 0.0], [0.2, -0.1, -0.2], [0.1, 0.3, -0.1], [-0.2, -0.2, 0.0], [0.1, 0.0, 0.1], [0.0, 0.0, 0.1], [-0.3, -0.2, -0.3], [0.1, 0.0, 0.2], [0.1, 0.1, 0.0], [0.0, 0.0, 0.0], [-0.1, -0.1, 0.0], [0.0, 0.0, 0.0], [-0.1, -0.1, 0.1], [0.0, 0.0, -0.1], [0.0, -0.1, 0.0], [0.1, 0.1, -0.1], [0.0, 0.0, 0.1], [0.1, 0.1, 0.0], [0.1, 0.0, 0.0], [-0.2, -0.1, 0.1], [0.0, 0.0, -0.1], [0.0, 0.0, -0.1], [0.0, -0.1, 0.1], [0.0, 0.0, -0.1], [0.0, -0.1, 0.1], [0.1, 0.0, 0.2], [0.0, 0.0, -0.1], [-0.1, 0.0, -0.1], [-0.1, 0.0, 0.0], [0.1, 0.0, 0.1], [-0.1, 0.0, -0.1], [0.1, 0.1, 0.0], [0.1, 0.1, 0.0], [0.0, 0.1, -0.1], [0.0, -0.1, 0.1]]
}

Entry 5:
{
  "formula": "C4H6O2",
  "method": "ωB97M-V with the def2-TZVPD basis set",
  "gap_ha": 0.371,
  "lumo_ev": 0.7,
  "e_homo_ev": -9.4,
  "charge": 0,
  "symbols": ["O", "C", "O", "C", "C", "C", "H", "H", "H", "H", "H", "H"],
  "xyz": [[-0.722, 2.244, -0.433], [-0.952, 1.074, -0.460], [-0.237, 0.074, -1.705], [0.626, -0.063, -0.740], [0.702, -1.180, 0.198], [-0.112, -0.064, 0.879], [-1.886, 0.521, -0.518], [1.411, 0.697, -0.632], [0.115, -2.056, -0.071], [1.672, -1.402, 0.636], [-1.055, -0.422, 1.281], [0.437, 0.576, 1.564]],
  "forces_ev_per_angstrom": [[0.0, -0.6, -0.1], [-0.3, 0.6, 0.1], [0.1, 0.0, -0.1], [0.3, -0.1, 0.0], [0.1, -0.1, -0.1], [-0.1, 0.0, 0.4], [0.1, 0.1, 0.0], [-0.1, -0.1, 0.0], [0.1, 0.1, 0.0], [-0.1, 0.1, -0.1], [0.1, 0.1, -0.1], [-0.1, -0.1, -0.1]]
}

Entry 6:
{
  "formula": "C6H9N",
  "method": "ωB97M-V with the def2-TZVPD basis set",
  "gap_ha": 0.326,
  "lumo_ev": 1.1,
  "e_homo_ev": -7.8,
  "smiles": "Cc1c[nH]c(C)c1",
  "charge": 0,
  "symbols": ["C", "C", "C", "N", "C", "C", "C", "H", "H", "H", "H", "H", "H", "H", "H", "H"],
  "xyz": [[2.369, 1.139, -0.129], [1.101, 0.363, 0.107], [0.888, -0.738, 0.906], [-0.443, -1.069, 0.835], [-1.090, -0.238, -0.034], [-2.497, -0.533, -0.434], [-0.161, 0.662, -0.496], [3.180, 0.822, 0.535], [2.200, 2.207, 0.062], [2.723, 1.055, -1.164], [1.542, -1.522, 1.250], [-0.893, -1.710, 1.468], [-3.202, -0.452, 0.401], [-2.813, 0.148, -1.226], [-2.563, -1.555, -0.832], [-0.341, 1.420, -1.249]],
  "forces_ev_per_angstrom": [[0.0, 0.0, 0.0], [0.0, -0.1, 0.0], [0.1, -0.1, -0.3], [-0.1, -0.1, -0.2], [0.0, 0.0, 0.0], [-0.1, 0.1, 0.0], [-0.1, 0.0, 0.0], [-0.2, -0.1, -0.1], [0.0, -0.2, 0.0], [-0.1, 0.0, 0.2], [0.4, 0.5, 0.6], [0.0, -0.1, -0.3], [0.1, 0.0, -0.1], [0.0, 0.0, 0.1], [0.0, 0.2, 0.1], [0.0, 0.0, 0.2]]
}

Max |F| (eV/A)
3.16; 1.80; 5.28; 1.08; 0.66; 0.87